(1)
12
Properties=species:S:1:pos:R:3 method="wB97M-V/def2-TZVPD" homo_ev=-10.227 total_energy_ha=-319.5772 e_above_lowest_ev=3.6746 smiles="C/C=N/N=C/C#N"
C -0.235 0.943 2.433
C 0.098 0.619 0.948
N -0.638 -0.027 0.111
N 0.242 -0.166 -1.004
C -0.155 -1.032 -1.950
C 0.609 -1.228 -3.272
N 1.255 -1.474 -4.187
H -1.077 0.261 2.665
H 0.587 0.698 3.119
H -0.734 2.022 2.504
H 1.032 1.120 0.490
H -0.984 -1.737 -1.855

---

(2)
13
Properties=species:S:1:pos:R:3 method="wB97M-V/def2-TZVPD" homo_ev=-9.400 total_energy_ha=-394.7444 e_above_lowest_ev=6.0715 smiles="[H]/N=C1C=C/C(=N/[H])N/1O"
H -1.223 1.646 1.817
N -0.335 1.135 2.032
C 0.017 0.288 1.129
C 1.175 -0.575 1.125
C 1.485 -1.050 -0.128
C 0.343 -0.464 -0.970
N -0.247 -1.254 -1.900
H -1.277 -0.806 -2.102
N -0.240 0.682 -0.288
O -1.462 0.879 -0.777
H 1.512 -1.008 2.149
H 1.768 -2.030 -0.636
H -1.452 2.021 -0.859